# C22H19Cl2O2

A structure of composition C22H19Cl2O2 in a non-equilibrium geometry (ωB97M-V/def2-TZVPD, the Open Molecules 2025 dataset).

Atoms and positions in Å:
Cl (1.47810, -5.81649, -1.97389)
C (0.90018, -4.63080, -0.88832)
C (-0.48556, -4.47186, -0.70785)
C (-0.95619, -3.36335, -0.00990)
C (-0.04905, -2.41415, 0.51281)
C (-0.57860, -1.12169, 0.96395)
C (0.13106, -0.33774, 1.99295)
C (-0.54223, 0.13222, 3.12841)
C (0.01596, 1.13502, 3.90165)
C (1.32219, 1.58355, 3.61953)
Cl (1.98272, 2.89198, 4.49928)
C (2.05287, 1.04433, 2.55008)
C (1.43381, 0.11741, 1.71416)
C (1.32450, -2.72233, 0.52247)
C (1.81411, -3.75148, -0.28009)
H (-1.18143, -5.18705, -1.14038)
H (-2.02387, -3.18861, 0.11287)
H (-1.67275, -1.12324, 1.02688)
H (-1.54112, -0.27403, 3.33217)
H (-0.54229, 1.58127, 4.72739)
H (3.06983, 1.36474, 2.33535)
H (1.92412, -0.18754, 0.79567)
H (2.02300, -2.11413, 1.09896)
H (2.88181, -3.87264, -0.43364)
C (-0.64546, -0.77376, -3.05769)
C (0.80922, -0.49618, -2.74743)
O (0.81316, 0.29139, -1.53982)
C (-0.51578, 0.49469, -1.12980)
H (-0.60575, -0.15752, -0.09792)
C (-0.81033, 1.95801, -0.88142)
C (-0.69781, 2.82596, -1.95614)
C (-0.96933, 4.19001, -1.79979)
C (-1.29746, 4.70319, -0.54230)
C (-1.39271, 3.83869, 0.55511)
C (-1.18514, 2.46416, 0.37533)
O (-1.40028, -0.10003, -2.02854)
H (-0.86717, -0.32061, -4.05319)
H (-0.84135, -1.87313, -3.04624)
H (1.35340, -1.45771, -2.61068)
H (1.23224, 0.10976, -3.58021)
H (-0.41030, 2.43288, -2.93568)
H (-0.91975, 4.85122, -2.65841)
H (-1.48325, 5.77750, -0.40489)
H (-1.63744, 4.22778, 1.54864)
H (-1.30992, 1.74031, 1.19052)

Force components x, y, z for each atom (eV/Å):
Cl 0.034 -0.222 0.057
C -0.231 0.924 -0.056
C 0.002 0.150 0.365
C 0.419 0.044 -0.578
C -0.411 0.548 -0.219
C 0.072 -1.353 1.620
C 0.382 0.482 -0.703
C -0.384 0.051 -0.388
C 0.441 -0.060 0.300
C -0.425 -0.423 -0.694
Cl 0.087 0.064 0.245
C -0.406 -0.229 0.035
C -0.160 0.331 0.476
C 0.471 0.011 -0.696
C -0.578 -0.071 0.501
H 0.208 0.110 0.091
H 0.176 -0.072 -0.221
H 0.227 0.129 0.051
H 0.364 0.416 0.054
H 0.255 -0.213 -0.224
H -0.285 0.120 0.121
H -0.022 0.187 0.167
H -0.230 -0.238 -0.393
H -0.169 -0.165 0.175
C -0.331 -0.473 -0.645
C 0.664 -0.202 -0.394
O -1.240 -0.208 -0.033
C 0.585 -0.243 -1.577
H -0.036 0.058 -0.013
C -0.370 0.290 1.257
C 0.006 0.318 -0.493
C 0.047 -0.312 0.268
C 0.011 -0.139 0.211
C -0.020 -0.287 -0.147
C 0.138 -0.376 -0.253
O 1.026 0.212 0.419
H -0.407 -0.525 0.847
H -0.226 0.956 -0.041
H -0.026 0.895 0.049
H 0.167 -0.454 0.830
H -0.110 0.216 0.275
H 0.054 -0.099 0.091
H 0.108 -0.579 -0.132
H 0.041 -0.174 -0.430
H 0.082 0.606 -0.174

Output
Total charge   +1
Frontier orbital gap   6.638 eV
HOMO   -12.126 eV
Maximum force   2.1 eV/A

Results of the Mulliken charge analysis, in e, for atoms 1 through 8: -0.154 0.425 -0.651 -0.400 0.503 -0.798 -0.006 0.026